(1)
Below is CH5NOSi in the gas phase, with properties calculated with the ωB97M-V functional and the def2-TZVPD basis.

## Properties
Highest occupied orbital energy = -9.398 eV
Calculated total energy = -12531.820 eV
Energy above the lowest of the compared OMol25 structures with the same formula, charge and spin = 16.43 kcal/mol
LUMO energy = 0.68 eV
Spin multiplicity = 1

Geometry as XYZ:
```
9
Properties=species:S:1:pos:R:3:forces:R:3:lowdin_charge:R:1
N 1.3267 -0.7771 -0.1544 -1.2289 -5.6774 0.4763 0.0748
C 0.6786 0.3406 -0.2587 1.7903 5.7100 0.7277 -0.6486
O 1.4419 1.3916 -0.3759 -3.3348 -2.7548 0.0473 -0.1121
Si -1.2442 0.3154 0.1722 0.4794 2.3703 -2.3306 0.7294
H 2.3172 -0.7459 -0.1464 0.8775 0.0853 -0.1374 0.0984
H 0.8638 -1.7520 -0.0152 1.1323 2.6595 -0.3828 0.1518
H -1.8941 -0.0909 -1.0685 -0.2369 -0.8170 -0.0712 -0.0865
H -1.4886 -0.2451 1.3960 -0.1822 -1.9796 1.9458 -0.1244
H -2.0012 1.5633 0.4510 0.7033 0.4037 -0.2749 -0.0829
```
Positions in Å, forces in eV/Å.

(2)
Below is CH5NOSi in the gas phase, with properties calculated with the ωB97M-V functional and the def2-TZVPD basis.

## Properties
Highest occupied orbital energy = -10.000 eV
Calculated total energy = -12532.344 eV
Energy above the lowest of the compared OMol25 structures with the same formula, charge and spin = 4.33 kcal/mol
LUMO energy = 0.92 eV
Spin multiplicity = 1

Geometry as XYZ:
```
9
Properties=species:S:1:pos:R:3:forces:R:3:lowdin_charge:R:1
H -2.6451 1.0096 -2.1497 -0.6369 -0.0970 0.6748 0.0542
N -1.7568 0.7909 -1.7484 1.0696 0.5380 -2.5812 0.1195
C -1.4915 0.5884 -0.5812 1.1936 -1.0727 2.4435 -0.3623
O -0.1211 0.3416 -0.2208 -1.6734 0.7614 -0.1924 -0.3382
Si 0.3653 -0.3634 1.2358 -0.8732 0.0254 -2.1554 0.6210
H -2.2456 0.4909 0.2394 0.9147 0.1530 -0.1439 0.1138
H -0.9401 -0.6058 1.7259 -1.1013 0.3722 1.7442 -0.0812
H 1.4164 0.4436 1.8725 -0.1063 -0.1960 0.1568 -0.0559
H 0.5526 -1.7555 0.8748 1.2132 -0.4842 0.0537 -0.0709
```
Positions in Å, forces in eV/Å.

(3)
Below is 2 unconnected molecules or ions with the total composition CH5NS, with properties calculated with the ωB97M-V functional and the def2-TZVPD basis.

## Properties
Highest occupied orbital energy = -9.700 eV
Calculated total energy = -13442.230 eV
Energy above the lowest of the compared OMol25 structures with the same formula, charge and spin = 10.70 kcal/mol
LUMO energy = 0.90 eV
Spin multiplicity = 1

Geometry as XYZ:
```
8
Properties=species:S:1:pos:R:3:forces:R:3:lowdin_charge:R:1
C 1.4713 -1.7104 0.0487 -0.4129 -0.6059 0.4184 -0.1631
N 2.2543 -0.7349 -0.0880 -0.7026 0.7404 0.2808 0.0192
H 1.5515 -2.4964 0.8102 0.0960 0.3021 0.2569 0.0624
H 0.5807 -1.8408 -0.5696 0.4266 0.0626 -0.5933 0.0525
H 2.8434 -0.6148 0.7358 0.5686 -0.5055 -0.3449 0.0409
S -1.7207 1.2235 -0.0067 0.1432 -0.1931 0.0522 0.4703
H -1.9658 0.1339 -0.7440 -0.1086 0.0385 -0.0699 -0.2322
H -0.6204 0.6419 0.4980 -0.0104 0.1609 -0.0001 -0.2500
```
Positions in Å, forces in eV/Å.

(4)
Below is 2 unconnected molecules or ions with the total composition CH5NS, with properties calculated with the ωB97M-V functional and the def2-TZVPD basis.

## Properties
Highest occupied orbital energy = -9.968 eV
Calculated total energy = -13442.331 eV
Energy above the lowest of the compared OMol25 structures with the same formula, charge and spin = 8.36 kcal/mol
LUMO energy = 0.84 eV
Spin multiplicity = 1

Geometry as XYZ:
```
8
Properties=species:S:1:pos:R:3:forces:R:3:lowdin_charge:R:1
C -0.2534 -1.3397 -1.5573 -0.2985 -0.0054 0.2067 -0.1546
N -1.3457 -1.8096 -1.1394 -0.2695 -0.3619 0.1443 0.0106
H 0.5680 -1.1214 -0.8735 0.3112 0.0332 -0.3786 0.0455
H -0.1913 -1.1433 -2.6236 0.3792 0.2108 0.0046 0.0581
H -1.2930 -2.0035 -0.1387 -0.1014 0.1204 0.0267 0.0326
S 0.7295 1.3603 1.1863 0.4446 -0.7272 0.1432 0.4785
H -0.4242 0.9184 0.6765 -0.1288 0.2163 -0.0339 -0.2323
H 0.4218 2.6402 1.1444 -0.3367 0.5139 -0.1129 -0.2383
```
Positions in Å, forces in eV/Å.

(5)
Below is 2 unconnected molecules or ions with the total composition CH5NS2, with properties calculated with the ωB97M-V functional and the def2-TZVPD basis.

## Properties
Highest occupied orbital energy = -7.244 eV
Calculated total energy = -24275.609 eV
Energy above the lowest of the compared OMol25 structures with the same formula, charge and spin = 62.87 kcal/mol
LUMO energy = -1.44 eV
Spin multiplicity = 1

Geometry as XYZ:
```
9
Properties=species:S:1:pos:R:3:forces:R:3:lowdin_charge:R:1
N 0.7360 -1.5809 0.0042 -4.0838 1.5352 -0.3668 -0.5136
S 1.4654 -1.4030 -1.5908 0.4390 0.0471 -0.6923 0.1453
H 1.3763 -1.5828 0.7792 -0.0305 0.0085 0.4083 0.0577
H -0.1326 -0.8149 0.0931 3.1326 -0.7835 0.4077 -0.0504
H 0.0174 -2.2999 0.0580 1.0094 -1.2832 0.0881 0.0605
C -0.8398 2.0182 0.0186 -0.5249 -0.4771 2.6266 -0.4264
S -0.8931 0.7425 1.0498 -0.3348 0.9573 -1.1534 0.6975
H -0.6938 2.0054 -1.0560 0.0261 -0.0424 0.1269 0.0247
H -1.0359 2.9154 0.6438 0.3667 0.0383 -1.4451 0.0046
```
Positions in Å, forces in eV/Å.

(6)
Below is 2 unconnected molecules or ions with the total composition CH5O2, with properties calculated with the ωB97M-V functional and the def2-TZVPD basis.

## Properties
Highest occupied orbital energy = -2.866 eV
Calculated total energy = -5212.142 eV
Energy above the lowest of the compared OMol25 structures with the same formula, charge and spin = 18.51 kcal/mol
Net charge = -1
LUMO energy = 4.77 eV
Spin multiplicity = 1

Geometry as XYZ:
```
8
Properties=species:S:1:pos:R:3:forces:R:3:lowdin_charge:R:1
O -1.5582 0.2593 -0.1650 -0.7441 0.2291 0.0245 -0.5251
H -1.9153 -0.6250 -0.2068 -0.6357 -0.3798 -0.2332 -0.1482
C 1.0629 0.3509 -0.3703 0.1132 -0.8668 0.0638 -0.2229
O 0.5930 -0.5868 0.6410 4.3314 0.1569 -0.7465 -0.2052
H 1.1065 -0.0748 -1.4464 -0.2323 0.2676 1.5363 0.0675
H 2.1290 0.5095 -0.0561 -0.8276 0.5719 -0.4271 0.0525
H 0.3574 1.2356 -0.4308 1.1773 -0.8812 0.2983 0.0609
H -0.3331 -0.5302 0.5535 -3.1821 0.9024 -0.5161 -0.0795
```
Positions in Å, forces in eV/Å.

(7)
Below is a molecular structure, CH5O2P, with properties calculated with the ωB97M-V functional and the def2-TZVPD basis.

## Properties
Highest occupied orbital energy = -9.521 eV
Calculated total energy = -14499.393 eV
Energy above the lowest of the compared OMol25 structures with the same formula, charge and spin = 53.97 kcal/mol
LUMO energy = 0.70 eV
Spin multiplicity = 1

Geometry as XYZ:
```
9
Properties=species:S:1:pos:R:3:forces:R:3:lowdin_charge:R:1
C 0.2867 -0.1104 0.2390 5.2148 -1.4043 0.7277 -0.8890
O 0.0300 0.3857 1.4821 0.4837 -0.9945 1.3135 -0.0251
O -0.6039 -1.1004 0.0039 -1.8715 -2.0293 2.0237 -0.1111
P 0.4709 0.8241 -1.3296 2.2909 -0.1873 -0.1863 0.8591
H 1.5589 -0.4816 0.4632 -3.3330 0.1529 -0.9756 0.1593
H -0.2829 1.2442 1.5519 -1.0332 2.6088 -0.2082 0.0595
H -1.0016 -1.3466 0.9227 1.1068 0.4692 -2.3247 0.1584
H -0.8271 1.0060 -1.2810 -2.9383 0.7086 -0.5982 -0.1513
H 0.3689 -0.4211 -2.0522 0.0798 0.6759 0.2281 -0.0598
```
Positions in Å, forces in eV/Å.

(8)
Below is a molecular structure, CH5O2P, with properties calculated with the ωB97M-V functional and the def2-TZVPD basis.

## Properties
Highest occupied orbital energy = -10.691 eV
Calculated total energy = -14501.205 eV
Energy above the lowest of the compared OMol25 structures with the same formula, charge and spin = 12.20 kcal/mol
LUMO energy = 0.63 eV
Spin multiplicity = 1

Geometry as XYZ:
```
9
Properties=species:S:1:pos:R:3:forces:R:3:lowdin_charge:R:1
C -1.1353 -0.3867 0.2652 -2.3748 0.4102 1.2256 -0.1856
O 2.5959 0.3650 0.5400 -0.2308 0.2714 -0.5950 -0.3640
O 0.1760 -0.3049 0.7541 -0.2873 -0.2978 0.8163 -0.3714
P 1.3048 0.2884 -0.1502 -1.0966 3.3032 0.0113 0.5596
H -1.2811 -1.3060 -0.3235 -0.0153 0.3326 0.2359 0.0837
H -1.4429 0.5114 -0.3396 0.4757 -0.7332 0.4217 0.0675
H -1.8278 -0.3872 1.2089 1.2005 -0.2049 -1.8727 0.1233
H 1.1909 -0.4821 -1.2553 0.3108 -0.6761 -1.2259 0.0028
H 0.4195 1.7021 -0.6996 2.0179 -2.4055 0.9827 0.0841
```
Positions in Å, forces in eV/Å.

Q: The lowest calculated total energy belongs to which entry?
A: CH5NS2

Q: What is the highest occupied orbital energy in the first record?
A: -9.398 eV

Repeat the first record exactly.
Below is CH5NOSi in the gas phase, with properties calculated with the ωB97M-V functional and the def2-TZVPD basis.

## Properties
Highest occupied orbital energy = -9.398 eV
Calculated total energy = -12531.820 eV
Energy above the lowest of the compared OMol25 structures with the same formula, charge and spin = 16.43 kcal/mol
LUMO energy = 0.68 eV
Spin multiplicity = 1

Geometry as XYZ:
```
9
Properties=species:S:1:pos:R:3:forces:R:3:lowdin_charge:R:1
N 1.3267 -0.7771 -0.1544 -1.2289 -5.6774 0.4763 0.0748
C 0.6786 0.3406 -0.2587 1.7903 5.7100 0.7277 -0.6486
O 1.4419 1.3916 -0.3759 -3.3348 -2.7548 0.0473 -0.1121
Si -1.2442 0.3154 0.1722 0.4794 2.3703 -2.3306 0.7294
H 2.3172 -0.7459 -0.1464 0.8775 0.0853 -0.1374 0.0984
H 0.8638 -1.7520 -0.0152 1.1323 2.6595 -0.3828 0.1518
H -1.8941 -0.0909 -1.0685 -0.2369 -0.8170 -0.0712 -0.0865
H -1.4886 -0.2451 1.3960 -0.1822 -1.9796 1.9458 -0.1244
H -2.0012 1.5633 0.4510 0.7033 0.4037 -0.2749 -0.0829
```
Positions in Å, forces in eV/Å.